Entry 1:
Entry from the Open Molecules 2025 dataset: a molecular structure, C18H29Br2Cl12F3NO4S2 in a non-equilibrium geometry (wB97M-V/def2-TZVPD).

Cartesian coordinates (Å):
Br (1.708, -6.335, 1.837)
Br (4.729, -3.132, 0.353)
Cl (2.131, 1.174, 3.041)
Cl (-0.394, 3.244, -4.807)
Cl (2.440, 0.828, 6.429)
Cl (2.711, 2.127, -3.951)
Cl (3.247, -0.052, 0.297)
Cl (6.399, 0.769, -0.679)
Cl (-3.452, 1.430, -2.964)
Cl (-2.124, 5.162, -2.314)
Cl (-0.822, -4.886, -5.026)
Cl (-1.325, 0.986, -0.316)
Cl (-5.258, 4.129, -1.474)
Cl (-2.860, -2.901, -3.142)
S (-0.166, -2.494, 3.067)
S (-2.013, -0.468, 3.368)
F (2.276, -3.989, -0.356)
F (3.776, -6.082, 0.148)
F (4.228, -5.437, 2.184)
O (-1.146, -3.536, 3.290)
O (-3.255, -0.807, 2.718)
O (0.797, -2.288, 4.133)
O (-1.800, 0.955, 3.516)
N (-0.766, -1.089, 2.570)
C (-3.031, 0.481, -0.426)
C (2.996, -3.937, 0.801)
C (4.982, 0.512, -1.736)
C (0.781, -3.016, 1.610)
C (-2.335, -2.616, -4.820)
C (3.295, -5.403, 1.214)
C (0.909, 1.565, 4.273)
C (-2.064, -1.106, 4.991)
C (3.700, 0.976, -1.100)
C (-2.143, -1.899, 5.899)
C (-2.190, -3.897, -5.599)
C (0.473, 3.546, -3.280)
C (-3.421, 0.058, -1.814)
C (2.265, -3.154, 1.925)
C (1.955, 3.681, -3.487)
C (-4.133, 5.059, -0.450)
C (1.525, 2.083, 5.547)
C (-3.285, 6.016, -1.261)
H (4.939, -0.545, -1.986)
H (2.189, 4.415, -4.254)
H (0.318, 0.669, 4.443)
H (-3.090, -4.504, -5.537)
H (-2.702, 6.644, -0.588)
H (0.258, 2.325, 3.846)
H (2.891, 0.922, -1.830)
H (0.242, 2.740, -2.599)
H (-3.895, 6.660, -1.890)
H (0.738, 2.427, 6.217)
H (-3.094, -1.988, -5.286)
H (5.162, 1.078, -2.649)
H (0.654, -2.274, 0.823)
H (2.706, -2.164, 1.948)
H (-1.402, -2.060, -4.788)
H (-3.643, 1.305, -0.070)
H (-4.425, -0.364, -1.799)
H (-2.265, -2.578, 6.708)
H (0.321, -3.928, 1.251)
H (-2.740, -0.692, -2.215)
H (3.771, 2.003, -0.746)
H (2.203, 2.911, 5.355)
H (-1.998, -3.668, -6.646)
H (2.419, -3.657, 2.875)
H (-4.734, 5.612, 0.270)
H (0.069, 4.464, -2.864)
H (-3.515, 4.348, 0.096)
H (-3.148, -0.349, 0.261)
H (2.431, 3.991, -2.557)

energy relative to the best compared isomer or geometry (same formula, charge and spin): 0.0 kcal per mole
total energy: -12825.296203 hartree
total charge: -1
LUMO: 2.01 eV

---

Entry 2:
Entry from the Open Molecules 2025 dataset: a molecular structure, C18H29Br9O9S in a non-equilibrium geometry (wB97M-V/def2-TZVPD).

Cartesian coordinates (Å):
Br (-19.243, 22.329, 13.146)
Br (-15.736, 23.725, 16.312)
Br (-22.408, 21.767, 12.582)
Br (-15.936, 22.461, 18.895)
Br (-21.258, 24.845, 12.523)
Br (-18.881, 23.621, 15.774)
Br (-15.069, 19.273, 19.531)
Br (-16.754, 22.644, 13.389)
Br (-16.071, 20.259, 16.415)
S (-22.053, 19.282, 17.954)
O (-20.163, 19.370, 20.751)
O (-22.497, 17.870, 17.978)
O (-18.921, 20.886, 16.403)
O (-18.363, 14.497, 13.262)
O (-22.131, 19.233, 21.838)
O (-16.557, 15.054, 11.956)
O (-18.385, 19.586, 18.159)
O (-21.446, 19.896, 19.155)
O (-23.409, 20.194, 17.598)
C (-19.164, 20.761, 15.035)
C (-21.100, 23.040, 13.253)
C (-18.028, 16.828, 12.938)
C (-24.365, 19.682, 16.711)
C (-18.286, 19.558, 14.675)
C (-17.161, 22.755, 15.314)
C (-18.746, 16.630, 14.239)
C (-21.365, 18.739, 21.055)
C (-19.238, 15.197, 14.136)
C (-18.588, 19.715, 16.952)
C (-18.395, 18.664, 15.899)
C (-19.501, 18.734, 19.627)
C (-21.642, 17.605, 20.051)
C (-16.175, 20.505, 18.388)
C (-17.527, 15.425, 12.644)
C (-20.307, 17.450, 19.364)
C (-21.036, 19.560, 16.481)
C (-25.642, 19.155, 17.472)
H (-19.370, 19.390, 18.767)
H (-17.263, 19.904, 14.524)
H (-21.546, 20.332, 15.905)
H (-26.482, 18.903, 16.825)
H (-20.394, 17.334, 18.283)
H (-20.074, 19.954, 16.808)
H (-22.019, 16.722, 20.567)
H (-17.528, 18.040, 16.117)
H (-23.985, 18.873, 16.086)
H (-17.224, 20.244, 18.529)
H (-18.535, 18.398, 20.005)
H (-22.453, 17.994, 19.435)
H (-18.629, 19.036, 13.782)
H (-20.133, 15.231, 13.515)
H (-18.545, 17.189, 12.049)
H (-19.780, 16.567, 19.725)
H (-21.214, 23.166, 14.330)
H (-19.236, 17.995, 15.714)
H (-19.548, 17.357, 14.367)
H (-20.205, 20.496, 14.850)
H (-17.970, 16.770, 14.992)
H (-20.916, 18.597, 15.985)
H (-24.600, 20.567, 16.121)
H (-25.465, 18.193, 17.954)
H (-18.873, 21.655, 14.483)
H (-17.131, 17.429, 13.090)
H (-19.315, 14.668, 15.086)
H (-26.122, 19.927, 18.073)
H (-17.072, 21.732, 15.681)

energy relative to the best compared isomer or geometry (same formula, charge and spin): 356.4 kcal per mole
total energy: -24944.034465 hartree
total charge: 0
LUMO: -1.03 eV

---

Entry 3:
Entry from the Open Molecules 2025 dataset: a molecular structure, C18H29CaCl3N15Si in a non-equilibrium geometry (wB97M-V/def2-TZVPD).

Cartesian coordinates (Å):
Ca (0.476, -0.322, 0.681)
Cl (4.637, 1.180, 2.631)
Cl (0.713, -2.602, 2.203)
Cl (1.884, 0.754, 4.398)
Si (2.564, 0.865, 2.380)
N (-0.727, 1.032, -1.018)
N (-3.007, 2.853, -0.650)
N (-2.481, 4.934, -0.359)
N (0.837, 2.680, 1.352)
N (2.229, -2.668, -0.522)
N (-1.773, -0.475, 1.950)
N (2.029, 2.610, 1.995)
N (-3.415, 4.069, -0.800)
N (-4.330, -3.709, 4.373)
N (1.947, 0.020, -1.611)
N (-1.766, 2.861, -0.100)
N (2.533, 3.782, 2.232)
N (1.707, 4.682, 1.763)
N (-0.323, 4.662, 0.584)
N (-0.594, -2.244, -0.793)
C (1.340, -3.742, -0.941)
C (-1.830, -0.793, -2.401)
C (1.280, 0.990, -2.492)
C (-3.040, 0.839, 3.505)
C (-3.620, -0.293, 4.031)
C (-3.842, -2.745, 3.984)
C (4.079, -1.174, -1.073)
C (-1.851, 0.642, -1.884)
C (0.680, 3.988, 1.217)
C (-3.258, -1.527, 3.494)
C (-2.129, 0.705, 2.465)
C (-1.911, -1.861, -1.310)
C (3.524, -2.588, -1.182)
C (3.353, -0.183, -1.970)
C (0.113, -3.189, -1.656)
C (-2.323, -1.572, 2.470)
C (0.297, 1.830, -1.702)
C (-1.501, 4.149, 0.059)
H (-0.162, 2.597, -2.340)
H (-2.692, -0.907, -3.064)
H (-1.909, 1.328, -2.738)
H (-1.995, -2.524, 2.073)
H (-1.142, 1.696, -0.335)
H (3.390, -2.837, -2.241)
H (-0.680, -2.684, 0.124)
H (-4.339, -0.241, 4.837)
H (4.243, -3.314, -0.777)
H (0.864, 2.353, -0.929)
H (0.419, -2.681, -2.577)
H (3.849, 0.788, -1.906)
H (2.321, -2.682, 0.489)
H (-3.284, 1.826, 3.871)
H (-0.546, -4.019, -1.954)
H (-2.770, 0.801, -1.312)
H (-0.947, -0.969, -3.022)
H (1.012, -4.303, -0.063)
H (-2.503, -1.474, -0.478)
H (1.480, -0.880, -1.666)
H (-2.438, -2.745, -1.697)
H (2.035, 1.661, -2.909)
H (0.798, 0.495, -3.345)
H (-0.271, 5.664, 0.656)
H (-1.695, 1.585, 2.010)
H (1.852, -4.446, -1.606)
H (3.444, -0.518, -3.017)
H (5.135, -1.171, -1.355)
H (4.026, -0.840, -0.033)

total energy: -3872.625988 hartree
total charge: -1
LUMO: 1.96 eV

---

Entry 4:
Entry from the Open Molecules 2025 dataset: a molecular structure, C18H29F3N2O7P3PdS (wB97M-V/def2-TZVPD).

Cartesian coordinates (Å):
Pd (0.297, 0.543, -0.431)
S (0.115, 1.646, 2.796)
P (0.302, -2.084, 1.765)
P (2.858, -0.968, -0.128)
P (-0.339, 0.030, -2.452)
F (-3.590, 5.861, 1.672)
F (-1.974, 6.984, 0.756)
F (-3.629, 6.277, -0.456)
O (0.857, 0.901, 1.706)
O (-0.626, -1.400, 0.826)
O (0.170, -3.706, 1.555)
O (3.155, 0.517, 0.362)
O (1.751, -0.785, -1.163)
O (4.083, -1.695, -0.534)
O (0.302, -1.795, 3.218)
N (2.444, -3.391, 0.629)
N (-0.828, 2.288, -0.250)
C (-2.826, 5.970, 0.575)
C (3.017, -1.892, 2.460)
C (-0.746, 4.655, 0.015)
C (-0.146, 3.438, -0.256)
C (-1.780, -3.754, -2.230)
C (0.442, -2.494, -3.322)
C (0.286, -3.864, -3.456)
C (-0.826, -4.494, -2.914)
C (-2.135, 2.313, 0.032)
C (-2.812, 3.483, 0.312)
C (0.814, 0.651, -3.713)
C (-2.100, 4.675, 0.301)
C (0.994, 1.152, 4.289)
C (2.128, -2.020, 1.222)
C (-0.525, -1.748, -2.654)
C (-1.952, 0.733, -2.950)
C (-1.415, 0.764, 3.166)
C (-1.630, -2.384, -2.096)
H (0.475, 1.557, 5.157)
H (-2.357, -1.823, -1.522)
H (3.420, -3.341, 0.281)
H (1.996, 1.571, 4.235)
H (0.570, 0.278, -4.708)
H (1.032, -4.439, -3.988)
H (4.074, -1.978, 2.195)
H (1.322, -2.011, -3.727)
H (-1.873, 1.275, 4.013)
H (-0.156, 5.560, 0.006)
H (1.008, 0.063, 4.313)
H (1.819, -3.592, -0.154)
H (0.757, 1.739, -3.719)
H (3.865, 0.594, 1.012)
H (2.281, -4.118, 1.326)
H (-2.743, 0.426, -2.266)
H (-0.947, -5.564, -3.023)
H (-1.192, -0.279, 3.382)
H (-1.893, 1.821, -2.977)
H (1.820, 0.344, -3.435)
H (-2.070, 0.840, 2.301)
H (-0.496, -4.075, 2.150)
H (-2.640, -4.244, -1.793)
H (-3.868, 3.459, 0.541)
H (-2.635, 1.353, 0.042)
H (2.838, -0.922, 2.921)
H (0.910, 3.365, -0.478)
H (-2.214, 0.372, -3.945)
H (2.760, -2.638, 3.211)

energy relative to the best compared isomer or geometry (same formula, charge and spin): 21.0 kcal per mole
total energy: -3189.278753 hartree
total charge: +1
LUMO: -3.14 eV

---

Entry 5:
Entry from the Open Molecules 2025 dataset: a molecular structure, C18H29N2NdO2P2S in a non-equilibrium geometry (wB97M-V/def2-TZVPD).

Cartesian coordinates (Å):
Nd (-0.146, -0.043, 0.669)
S (-0.621, -0.007, 5.519)
P (-2.393, 0.185, -0.958)
P (2.401, 0.625, 1.471)
O (-0.737, 0.419, -4.192)
O (0.253, -1.843, -3.036)
N (-0.059, 2.254, -0.150)
N (-0.980, 0.137, 2.765)
C (0.870, 3.042, 0.463)
C (0.059, 4.904, -0.825)
C (3.831, 0.564, 0.369)
C (-3.738, 0.604, 0.184)
C (-2.910, -1.157, -2.057)
C (0.009, -2.448, 0.545)
C (-1.835, 1.731, -1.848)
C (-0.841, 4.058, -1.480)
C (2.994, -0.073, 3.045)
C (1.070, -3.179, 0.045)
C (-0.811, 0.065, 3.967)
C (-0.999, -2.996, 1.319)
C (-0.894, 2.709, -1.124)
C (-1.013, -4.395, 1.516)
C (1.055, -4.582, 0.237)
C (0.014, -5.161, 0.960)
C (1.781, 2.448, 1.564)
C (0.920, 4.394, 0.143)
H (1.192, -0.379, -1.468)
H (-3.127, -2.030, -1.415)
H (0.783, -1.202, -2.417)
H (3.987, 0.314, 3.314)
H (4.003, -0.505, 0.157)
H (1.892, -2.686, -0.487)
H (-4.699, 0.843, -0.291)
H (-1.820, -4.858, 2.089)
H (0.000, -6.249, 1.100)
H (3.543, 1.051, -0.574)
H (2.722, 3.024, 1.601)
H (-3.879, -0.274, 0.842)
H (1.266, 2.521, 2.557)
H (-2.757, 2.272, -2.124)
H (0.265, -2.705, -2.581)
H (-0.001, 0.836, -4.681)
H (-3.435, 1.444, 0.836)
H (3.040, -1.163, 2.907)
H (1.638, 5.027, 0.651)
H (-0.382, -0.464, -3.908)
H (-3.796, -0.933, -2.666)
H (-2.065, -1.443, -2.710)
H (2.288, 0.101, 3.877)
H (0.089, 5.956, -1.081)
H (-1.512, 4.427, -2.242)
H (-1.781, -2.368, 1.792)
H (4.734, 1.013, 0.804)
H (-1.326, 1.365, -2.805)
H (1.862, -5.190, -0.184)

energy relative to the best compared isomer or geometry (same formula, charge and spin): 0.0 kcal per mole
total energy: -2605.515065 hartree
expectation value of S²: 3.76
total charge: 0
spin multiplicity: 4
LUMO (spin up / spin down): -0.22 / -0.21 eV

---

Entry 6:
Entry from the Open Molecules 2025 dataset: a molecular structure, C18H29N2O4PZr in a non-equilibrium geometry (wB97M-V/def2-TZVPD).

Cartesian coordinates (Å):
Zr (-0.156, 1.000, 0.831)
P (-0.032, -0.046, -1.936)
O (2.805, -0.480, 0.327)
O (-2.213, -1.527, 0.424)
O (-0.811, 4.226, 0.054)
O (-1.724, -1.843, 5.690)
N (-0.965, -0.857, 7.543)
N (0.262, 0.633, 3.065)
C (-1.014, -1.000, 6.191)
C (-1.796, 0.260, -4.183)
C (-0.192, -0.094, 5.330)
C (-1.465, -0.620, 0.416)
C (-0.313, -0.245, 3.936)
C (0.656, 0.927, 5.791)
C (1.186, 2.443, -2.312)
C (0.200, -1.760, -2.610)
C (1.359, 1.716, 4.880)
C (1.167, 1.542, 3.504)
C (-1.699, 0.381, -2.656)
C (-1.085, -2.605, -2.551)
C (1.111, 1.037, -2.919)
C (2.500, 0.425, -3.152)
C (1.361, -2.523, -1.947)
C (-2.164, 1.766, -2.212)
C (1.791, 0.098, 0.449)
C (-0.587, 3.104, 0.318)
H (-2.864, 0.256, -4.433)
H (0.200, 2.919, -2.195)
H (-1.833, -2.259, -3.278)
H (0.964, -3.228, -1.201)
H (2.059, 2.478, 5.203)
H (1.699, 2.431, -1.336)
H (0.573, 1.104, -3.870)
H (1.875, -3.088, -2.740)
H (-1.347, -0.654, -4.584)
H (0.612, -3.904, 1.436)
H (3.012, 0.234, -2.196)
H (1.738, 2.109, 2.748)
H (-3.249, 1.820, -2.383)
H (1.779, 3.069, -2.996)
H (0.266, -3.923, 0.758)
H (0.775, 1.099, 6.855)
H (-0.362, -0.182, 8.025)
H (-0.886, -1.036, 3.445)
H (-1.700, 2.570, -2.805)
H (-2.010, 1.969, -1.135)
H (0.452, -1.581, -3.669)
H (3.090, 1.167, -3.712)
H (2.095, -1.890, -1.436)
H (2.436, -0.507, -3.737)
H (-2.345, -0.368, -2.174)
H (-1.352, 1.134, -4.682)
H (-0.823, -3.658, -2.746)
H (-1.526, -1.458, 8.104)
H (-1.507, -2.579, -1.538)

total energy: -1500.331105 hartree
total charge: +4
LUMO (spin up / spin down): -17.64 / -17.64 eV

---

Entry 7:
Entry from the Open Molecules 2025 dataset: a molecular structure, C18H29N3O3TaTl in a non-equilibrium geometry (wB97M-V/def2-TZVPD).

Cartesian coordinates (Å):
Tl (2.089, -2.211, 1.807)
Ta (0.026, -0.018, 0.021)
O (0.856, 1.933, 0.152)
O (1.627, 0.295, 1.337)
O (2.302, 0.178, -3.666)
N (-1.653, 0.592, -0.801)
N (1.092, -0.269, -1.616)
N (-0.056, -1.839, 0.966)
C (0.490, -3.421, -0.825)
C (-1.458, 1.848, -2.871)
C (3.819, 4.530, 1.737)
C (-0.844, -1.484, 2.187)
C (-3.687, 0.968, -2.171)
C (-0.217, -4.299, 1.417)
C (-2.218, 1.574, 0.162)
C (3.445, 1.919, 2.720)
C (2.869, 3.706, 1.139)
C (1.720, 1.560, 1.033)
C (-1.883, -3.216, -0.045)
C (2.695, 2.410, 1.641)
C (-2.181, 0.692, -2.177)
C (-1.908, -0.605, -2.921)
C (4.393, 2.754, 3.306)
C (-0.415, -3.189, 0.375)
C (1.698, -0.046, -2.683)
C (4.580, 4.055, 2.817)
H (-2.549, -3.099, 0.819)
H (-0.291, -1.781, 3.096)
H (-1.841, 1.946, -3.898)
H (0.332, -2.675, -1.618)
H (-2.421, -1.448, -2.439)
H (-0.838, -0.821, -3.001)
H (-1.575, 1.688, 1.055)
H (3.268, 0.905, 3.079)
H (-2.095, -4.197, -0.500)
H (-0.834, -4.137, 2.310)
H (-1.820, -1.993, 2.195)
H (-4.060, 0.901, -3.203)
H (-2.308, -0.507, -3.942)
H (1.561, -3.413, -0.567)
H (-3.211, 1.247, 0.510)
H (5.324, 4.704, 3.281)
H (-3.919, 1.975, -1.806)
H (-4.222, 0.227, -1.567)
H (3.968, 5.544, 1.364)
H (-1.019, -0.388, 2.248)
H (0.830, -4.440, 1.725)
H (-0.377, 1.669, -2.917)
H (4.987, 2.390, 4.145)
H (-2.122, -2.442, -0.786)
H (-1.635, 2.789, -2.336)
H (2.259, 4.037, 0.298)
H (-2.316, 2.568, -0.306)
H (-0.522, -5.252, 0.958)
H (0.266, -4.419, -1.238)

total energy: -1322.329812 hartree
total charge: +2
LUMO: -7.81 eV

---

Entry 8:
Entry from the Open Molecules 2025 dataset: 6 unconnected molecules or ions with the total composition C18H29N3O7 in a non-equilibrium geometry (wB97M-V/def2-TZVPD).

Cartesian coordinates (Å):
O (1.494, -1.022, 4.131)
O (-0.923, -1.007, -3.161)
O (-4.133, 3.994, 0.079)
O (-5.614, 5.499, 0.636)
O (4.832, -2.669, -1.481)
O (3.084, 3.120, -2.264)
O (2.662, -0.733, 5.973)
N (-0.083, 1.215, -0.140)
N (-5.161, 4.685, -0.189)
N (2.293, -1.408, 5.005)
C (3.194, -5.548, 5.357)
C (3.163, 4.476, -2.410)
C (-6.279, 2.828, -3.309)
C (3.797, -3.291, 5.727)
C (-1.037, -2.908, -1.622)
C (-7.432, 4.910, -3.193)
C (-7.188, 3.667, -3.830)
C (-5.616, 3.103, -2.122)
C (4.041, -4.594, 5.904)
C (4.480, -2.992, -0.139)
C (1.750, -3.774, 4.552)
C (2.079, -5.090, 4.674)
C (-6.695, 5.275, -2.098)
C (2.652, -2.829, 5.061)
C (-5.836, 4.386, -1.511)
C (4.654, -4.384, 0.325)
C (2.592, 4.911, -3.741)
C (-1.636, -2.168, -2.835)
H (0.626, 1.892, -0.383)
H (4.912, -4.277, 1.378)
H (-8.198, 5.490, -3.687)
H (2.600, 4.888, -1.572)
H (1.543, 4.614, -3.736)
H (-1.543, -3.839, -1.366)
H (3.282, -6.624, 5.343)
H (3.099, 4.425, -4.574)
H (-1.496, -2.886, -3.642)
H (-4.837, 2.515, -1.660)
H (2.686, 5.989, -3.870)
H (-7.570, 3.347, -4.788)
H (0.027, -3.120, -1.729)
H (-0.787, 1.531, 0.512)
H (-2.665, -1.904, -2.592)
H (0.404, 0.444, 0.296)
H (5.009, -2.392, 0.601)
H (4.489, -2.504, 5.986)
H (3.856, -5.124, 0.260)
H (-6.108, 1.907, -3.847)
H (3.995, 5.072, -2.034)
H (4.884, -4.879, 6.516)
H (3.472, -2.684, 0.137)
H (-0.442, 0.795, -0.985)
H (5.580, -4.808, -0.065)
H (0.849, -3.516, 4.014)
H (-6.966, 6.210, -1.632)
H (1.403, -5.909, 4.475)
H (-1.238, -2.304, -0.737)

energy relative to the best compared isomer or geometry (same formula, charge and spin): 106.7 kcal per mole
total energy: -1393.702043 hartree
total charge: -2
LUMO: 1.86 eV